Entry 1:
Formula: C42H34As2N3O2Pd
Source: the OMol25 dataset
Level of theory: the ωB97M-V functional and the def2-TZVPD basis

XYZ file:
```
84
Properties=species:S:1:pos:R:3:forces:R:3:lowdin_charge:R:1
Pd -0.390 0.561 1.046 0.72 2.43 1.05 0.679
O 1.082 7.124 2.644 0.55 1.09 1.51 0.027
C 0.893 6.756 1.510 -0.89 -2.60 0.24 -0.711
O 0.956 7.163 0.377 0.24 1.15 -1.59 0.025
C 0.378 5.193 1.513 0.62 1.52 0.27 -0.035
C 0.683 4.363 2.578 -0.59 -0.95 -0.35 0.084
C 0.273 3.032 2.489 -0.04 0.60 -0.10 -0.178
N -0.413 2.597 1.419 0.63 -1.03 -0.54 0.036
C -0.686 3.402 0.373 0.04 1.06 0.70 -0.174
C -0.307 4.744 0.406 -0.59 -1.47 -0.10 0.080
C -1.163 2.724 -0.820 0.33 -1.75 -0.19 -0.170
C -1.609 3.435 -2.002 0.07 0.20 -0.57 0.023
C -1.748 2.822 -3.184 0.05 -0.15 0.28 0.026
C -1.469 1.370 -3.361 -0.14 0.03 0.01 -0.159
C -0.913 0.747 -2.063 0.31 -0.58 -0.60 -0.252
N -0.995 1.422 -0.828 -0.72 0.74 1.65 0.038
C 0.580 1.991 3.477 0.18 -0.31 0.38 -0.176
C 0.921 2.262 4.804 -0.01 -0.06 -0.41 0.029
C 1.212 1.213 5.656 -0.08 -0.37 -0.19 -0.014
C 1.145 -0.090 5.173 0.08 0.30 -0.04 -0.025
C 0.786 -0.289 3.853 0.07 -0.54 0.07 -0.118
N 0.517 0.714 3.024 -1.00 0.01 -0.65 0.005
H 1.237 4.737 3.426 0.00 0.20 0.02 0.128
H -0.490 5.404 -0.426 0.14 0.24 -0.03 0.124
H -1.832 4.484 -1.899 0.02 0.14 0.01 0.120
H -2.090 3.359 -4.058 -0.11 0.20 0.01 0.130
H -2.339 0.872 -3.800 0.01 0.00 0.01 0.152
H -1.207 -0.302 -1.950 0.08 0.31 -0.09 0.123
H 0.948 3.279 5.167 -0.01 0.07 -0.11 0.128
H 1.476 1.400 6.687 0.01 0.04 0.04 0.124
H 1.362 -0.935 5.806 0.00 -0.09 0.04 0.116
H 0.702 -1.289 3.430 0.03 0.23 0.17 0.101
C 1.585 -2.345 -0.168 0.05 0.13 0.01 -0.439
C 0.125 -2.711 -0.452 0.03 0.05 -0.01 -0.408
As -1.138 -1.765 0.773 -0.58 -1.09 -1.23 1.270
C -1.875 -3.359 1.675 0.17 0.22 0.40 -0.358
C -1.009 -4.326 2.181 0.27 0.31 -0.08 -0.127
C -1.505 -5.517 2.681 0.02 -0.09 0.02 -0.072
C -2.871 -5.749 2.695 -0.03 0.05 -0.03 -0.065
C -3.740 -4.771 2.240 -0.03 -0.07 0.01 -0.064
C -3.248 -3.580 1.734 0.05 0.52 -0.18 -0.096
C -2.706 -1.305 -0.307 0.10 0.14 0.22 -0.444
C -3.442 -0.211 0.147 0.26 -0.01 0.46 -0.159
C -4.546 0.233 -0.559 -0.07 0.03 -0.03 -0.066
C -4.909 -0.405 -1.734 -0.02 0.12 -0.01 -0.067
C -4.191 -1.500 -2.187 0.01 -0.06 -0.06 -0.067
C -3.095 -1.958 -1.471 0.29 -0.23 0.12 -0.106
As 1.887 -0.388 -0.445 0.82 -0.62 -0.49 1.296
C 1.344 -0.331 -2.332 0.03 -0.33 -0.13 -0.358
C 1.361 -1.349 -3.205 0.53 0.41 0.70 -0.098
C 0.640 -1.281 -4.462 -0.39 0.16 -0.52 -0.059
C -0.070 -0.214 -4.839 -0.04 -0.13 -0.01 -0.029
C -0.108 1.050 -4.045 0.12 0.07 -0.15 -0.175
C 0.523 0.868 -2.649 0.00 0.04 0.28 -0.225
C 3.851 -0.328 -0.654 -0.22 0.09 0.10 -0.389
C 4.415 0.432 -1.676 -0.38 -0.03 -0.02 -0.113
C 5.790 0.516 -1.808 0.03 0.07 0.02 -0.073
C 6.614 -0.144 -0.911 0.04 -0.05 -0.01 -0.075
C 6.061 -0.880 0.124 0.05 0.01 0.07 -0.080
C 4.686 -0.960 0.262 -0.38 -0.05 0.05 -0.124
H 2.264 -2.911 -0.818 -0.16 0.14 0.12 0.077
H 1.843 -2.603 0.867 0.08 0.13 -0.10 0.052
H -0.026 -3.793 -0.349 -0.11 0.30 0.06 0.079
H -0.117 -2.434 -1.485 -0.14 -0.05 0.24 0.042
H 0.064 -4.150 2.172 -0.06 -0.10 -0.02 0.098
H -0.829 -6.272 3.053 0.08 -0.02 0.01 0.111
H -3.260 -6.691 3.054 -0.01 -0.05 0.08 0.112
H -4.807 -4.939 2.269 -0.06 0.00 -0.02 0.113
H -3.932 -2.821 1.368 0.01 -0.14 0.03 0.101
H -3.128 0.293 1.071 -0.26 -0.13 -0.40 0.086
H -5.122 1.073 -0.201 -0.01 0.07 0.04 0.112
H -5.750 -0.036 -2.301 -0.11 -0.04 -0.05 0.111
H -4.491 -1.998 -3.098 0.02 -0.06 -0.05 0.112
H -2.530 -2.817 -1.821 -0.10 0.04 -0.04 0.113
H 1.904 -2.262 -2.999 0.00 -0.06 0.11 0.109
H 0.677 -2.158 -5.091 -0.07 -0.03 -0.12 0.109
H -0.627 -0.211 -5.765 0.02 -0.12 -0.19 0.116
H 0.290 1.875 -4.643 0.03 -0.02 0.03 0.157
H 1.009 1.783 -2.288 -0.21 -0.06 -0.07 0.154
H 3.770 0.957 -2.373 0.10 -0.05 -0.04 0.097
H 6.223 1.106 -2.603 -0.01 0.02 -0.05 0.110
H 7.686 -0.084 -1.017 0.09 0.02 0.00 0.109
H 6.704 -1.381 0.833 0.04 -0.05 0.05 0.107
H 4.253 -1.514 1.090 0.10 -0.06 -0.02 0.094
```
Forces are in eV/Å.

Results
Calculated total energy ... -177819.76611 eV
Gap between HOMO and LUMO (alpha / beta) ... 5.22 / 5.22 eV
Net charge ... +1
M ... 869.017 u
Energy relative to the best compared isomer or geometry (same formula, charge and spin) ... 82.3 kJ/mol

---

Entry 2:
Formula: C42H34F6N2O2S
Source: the OMol25 dataset
Level of theory: the ωB97M-V functional and the def2-TZVPD basis

XYZ file:
```
87
Properties=species:S:1:pos:R:3:forces:R:3:lowdin_charge:R:1
F -5.792 2.015 -0.679 0.20 -0.72 0.82 0.130
C -5.456 1.307 0.433 -0.02 1.17 0.98 -0.545
F -4.409 1.959 1.034 -0.88 -0.03 -0.58 0.104
F -6.497 1.372 1.314 0.56 0.15 -0.88 0.119
C -5.037 -0.103 0.176 0.77 -1.72 0.62 -0.011
N -4.731 -0.801 1.466 -0.36 0.92 -1.63 -0.048
C -5.560 -1.906 1.774 -0.75 -0.19 -0.19 -0.261
C -5.241 -3.174 1.283 -0.37 -0.02 0.26 -0.008
C -6.155 -4.215 1.427 -0.07 0.33 0.16 -0.078
C -7.370 -3.972 2.073 -0.32 -0.35 0.06 -0.092
C -7.697 -2.708 2.571 0.41 0.06 -0.24 -0.068
C -6.790 -1.660 2.394 0.24 -0.66 -0.11 -0.013
C -3.564 -0.537 2.165 0.87 0.17 0.64 -0.238
C -3.529 -0.723 3.557 0.60 0.49 -0.10 0.017
C -2.412 -0.295 4.294 -0.27 0.19 -0.26 -0.027
C -1.280 0.325 3.715 -1.41 -0.32 -0.60 -0.215
C -0.107 0.788 4.555 -0.40 -2.38 4.77 -0.155
C 1.179 0.157 3.990 2.18 -1.07 -0.33 -0.135
C 2.423 0.419 4.618 0.03 0.64 -0.62 -0.020
C 3.682 0.130 4.053 -1.64 -0.19 0.67 -0.011
C 3.777 -0.689 2.928 -0.93 0.47 0.82 -0.251
N 4.995 -0.955 2.371 1.35 0.42 -0.12 -0.054
C 6.131 -0.066 2.649 -0.62 -1.15 0.20 -0.026
C 6.039 1.115 1.725 -0.30 0.46 -0.69 -0.517
F 7.028 2.031 1.958 -1.01 -0.75 -0.43 0.118
F 6.131 0.676 0.421 0.01 0.94 1.20 0.110
F 4.820 1.737 1.866 1.53 -0.26 -0.41 0.121
C 5.262 -2.128 1.636 1.32 -1.19 -1.09 -0.240
C 4.995 -2.220 0.252 0.02 -0.09 0.41 -0.015
C 5.458 -3.319 -0.499 -0.58 1.03 0.52 -0.069
C 6.163 -4.328 0.140 -0.09 0.00 -0.17 -0.102
C 6.445 -4.266 1.494 -0.12 0.84 0.64 -0.078
C 6.041 -3.145 2.237 -0.59 -0.01 -0.36 -0.006
C 2.598 -1.231 2.413 -0.46 0.59 0.87 -0.003
C 1.345 -0.839 2.938 -0.23 0.67 -0.36 -0.010
C -1.297 0.335 2.304 0.00 0.97 0.05 -0.050
C -2.411 -0.035 1.544 -0.05 -0.19 0.62 -0.021
H -5.845 -0.682 -0.306 0.44 0.48 0.03 0.156
H -4.122 -0.081 -0.452 -0.79 0.01 0.01 0.132
H -4.307 -3.333 0.759 0.06 0.07 0.05 0.118
H -5.927 -5.198 1.015 -0.10 0.23 0.17 0.105
H -8.088 -4.796 2.168 0.28 0.37 0.02 0.105
H -8.648 -2.518 3.065 0.19 -0.15 -0.15 0.105
H -7.002 -0.644 2.690 -0.12 0.00 0.16 0.111
H -4.429 -1.092 4.048 0.39 -0.01 0.05 0.116
H -2.478 -0.359 5.370 0.10 -0.08 0.05 0.101
H -0.274 0.300 5.651 0.25 0.05 -2.57 0.182
H 2.418 0.977 5.552 0.10 -0.14 -0.32 0.097
H 4.542 0.553 4.549 -0.05 -0.11 0.08 0.096
H 6.085 0.267 3.695 0.49 -0.03 -0.45 0.123
H 7.040 -0.649 2.444 -0.13 0.55 0.17 0.151
H 4.437 -1.391 -0.204 0.32 -0.45 0.05 0.122
H 5.257 -3.321 -1.572 0.13 -0.22 0.35 0.106
H 6.506 -5.171 -0.427 0.12 -0.30 -0.22 0.097
H 7.004 -5.054 1.992 -0.07 0.10 -0.17 0.104
H 6.301 -3.048 3.296 -0.11 -0.10 -0.35 0.121
H 2.707 -1.909 1.569 -0.53 0.03 0.25 0.104
H 0.524 -1.314 2.380 0.07 0.55 0.69 0.106
H -0.436 0.735 1.765 -0.20 -0.05 0.13 0.119
H -2.426 0.092 0.468 0.38 0.06 0.13 0.099
C -3.991 5.731 3.341 0.10 -0.10 -0.06 -0.073
C -3.306 6.278 4.423 0.20 -0.26 0.34 -0.069
C -2.548 5.438 5.238 0.25 -0.16 -0.41 -0.062
C -2.426 4.092 4.892 -0.31 0.04 0.44 -0.264
S -1.561 3.052 6.082 -2.01 -1.75 -1.90 0.770
C -0.017 2.282 5.235 -0.52 2.88 -2.10 -0.179
C 1.023 2.806 6.216 1.39 -0.57 0.68 -0.264
C 2.191 3.370 5.678 -0.27 -0.83 0.00 -0.058
C 3.339 3.540 6.461 -0.46 0.25 -0.84 -0.087
C 3.313 3.275 7.812 -0.25 0.35 0.17 -0.095
C 2.115 2.905 8.410 -0.76 0.02 -0.36 -0.074
C 0.955 2.687 7.651 0.17 -1.21 -0.70 -0.033
O -1.413 3.930 7.220 0.72 -0.68 -0.28 -0.308
O -2.354 1.835 6.160 -0.27 0.40 1.00 -0.336
C -3.183 3.519 3.865 0.45 0.14 0.01 -0.036
C -3.942 4.363 3.057 0.24 -0.04 0.40 -0.061
H -4.594 6.358 2.705 -0.07 0.21 -0.08 0.100
H -3.328 7.336 4.689 -0.29 -0.27 -0.31 0.108
H -2.059 5.783 6.149 -0.07 0.07 -0.43 0.109
H -0.004 2.870 4.273 0.39 0.32 1.13 0.134
H 2.198 3.464 4.583 0.35 0.19 0.53 0.124
H 4.244 3.860 5.967 0.16 0.11 0.06 0.102
H 4.194 3.432 8.419 0.06 -0.10 0.00 0.102
H 2.069 2.784 9.484 -0.03 -0.08 0.00 0.102
H 0.056 2.271 8.174 0.95 0.53 -0.69 0.124
H -3.177 2.437 3.725 0.07 0.27 -0.09 0.106
H -4.488 3.936 2.221 -0.02 0.21 0.19 0.090
```
Forces are in eV/Å.

Results
SMILES ... O=S(=O)(c1ccccc1)[C@@H](c1ccccc1)C(c1ccc(N(CC(F)(F)F)c2ccccc2)cc1)c1ccc(N(CC(F)(F)F)c2ccccc2)cc1
Calculated total energy ... -78318.81013 eV
Gap between HOMO and LUMO ... 8.33 eV
M ... 744.801 u
Energy relative to the best compared isomer or geometry (same formula, charge and spin) ... 221.8 kJ/mol